ORCA calculation (ωB97M-V/def2-TZVPD) on a structure of composition C23H26F6N3O6PS3Se2Te2Zr in a non-equilibrium geometry.

Geometry as ORCA input:
```
! RIJCOSX wB97M-V def2-TZVPD def2/J DEFGRID3
* xyz 0 1
Te 0.024 3.872 -1.709
Te 1.920 1.263 -3.870
Zr -0.226 -0.688 0.086
Se -0.047 1.692 -0.514
Se 0.942 -0.005 -1.981
S -0.848 0.369 2.533
S 0.753 -3.018 -0.983
S -1.177 -2.138 2.697
P -2.632 -0.173 -1.318
F -2.400 -4.403 3.048
F -1.724 2.337 4.010
F 0.097 2.723 2.903
F -2.754 -2.948 4.609
F -3.716 -2.724 2.679
F 0.149 1.455 4.660
O -0.536 -2.286 -1.226
O -1.452 -1.923 1.261
O -1.772 0.703 1.477
O 0.009 -2.849 3.020
O 0.459 0.032 1.962
O 1.665 -3.015 -2.082
N 1.224 -2.269 0.314
N 2.643 0.022 0.516
N -1.376 -0.768 3.466
C 3.228 -1.100 1.002
C 4.395 -3.490 1.848
C 4.503 -1.095 1.608
C -5.114 1.309 -1.086
C 0.240 -4.688 -0.722
C 3.304 1.148 0.571
C 4.568 1.266 1.185
C -2.620 -3.124 3.308
C -2.242 0.164 -3.087
C -3.936 -1.484 -1.394
C -0.734 -6.372 0.660
C 3.116 -3.501 1.255
C -3.604 1.340 -0.857
C -0.218 -5.093 0.521
C -0.303 -6.805 -1.675
C 5.068 -2.318 2.037
C -0.775 -7.222 -0.438
C -3.397 0.567 -4.001
C 5.154 0.155 1.719
C 2.529 -2.332 0.853
C 0.210 -5.527 -1.827
C -0.568 1.843 3.615
C -3.434 -2.875 -1.781
H -5.604 0.566 -0.458
H -4.405 -1.524 -0.408
H 6.046 -2.307 2.503
H -4.277 -3.561 -1.881
H 6.112 0.208 2.221
H 0.584 -5.163 -2.775
H -3.018 0.664 -5.019
H -0.334 -7.477 -2.522
H 2.833 2.006 0.099
H -0.134 -4.428 1.367
H -1.170 -8.223 -0.321
H -2.898 -2.856 -2.732
H -3.810 1.536 -3.720
H 2.584 -4.436 1.129
H -3.143 2.155 -1.420
H -4.202 -0.169 -4.018
H -3.405 1.546 0.193
H -2.756 -3.278 -1.031
H -1.731 -0.717 -3.481
H -1.099 -6.706 1.622
H 4.839 -4.426 2.158
H -5.533 2.284 -0.832
H -4.695 -1.152 -2.103
H 5.047 2.235 1.223
H -1.501 0.967 -3.075
H -5.372 1.102 -2.124
*
```

Frontier orbital gap in eV: 5.53

ORCA calculation (ωB97M-V/def2-TZVPD) on a structure of composition C23H26FN3Sr in a non-equilibrium geometry.

Geometry as ORCA input:
```
! RIJCOSX wB97M-V def2-TZVPD def2/J DEFGRID3
* xyz 0 1
Sr -0.492 -0.319 1.088
F 4.720 -4.435 1.799
N 1.617 0.036 -0.277
N -0.565 1.736 -0.019
N -2.696 -0.014 -0.238
C -3.433 4.135 -0.517
C -2.923 1.428 -0.342
C -1.815 2.313 -0.186
C 1.793 1.482 -0.405
C -2.507 -0.616 -1.571
C 3.412 -4.107 1.629
C 1.361 -3.261 2.510
C 1.386 -0.610 -1.582
C 3.280 3.348 -0.820
C -0.689 -3.008 1.081
C -4.189 1.893 -0.649
C 2.735 -0.613 0.428
C 0.693 -3.440 1.278
C 0.984 3.719 -0.176
C 3.034 1.985 -0.754
C 2.701 -3.589 2.690
C -3.763 -0.717 0.485
C 2.245 4.206 -0.491
C -4.470 3.247 -0.745
C 2.812 -4.323 0.406
C 1.472 -3.994 0.240
C 0.673 2.340 -0.190
C -2.149 3.685 -0.241
H -1.746 -0.053 -2.110
H -4.989 1.179 -0.810
H -4.709 -0.736 -0.064
H 1.083 -1.649 -1.432
H 3.684 -0.530 -0.109
H -5.469 3.592 -0.975
H -3.615 5.204 -0.545
H 3.193 -3.459 3.647
H 2.864 -0.154 1.410
H 3.389 -4.756 -0.402
H 0.244 4.442 0.109
H -2.187 -1.654 -1.469
H -1.342 -3.288 1.917
H -3.434 -0.584 -2.154
H -3.458 -1.752 0.659
H -1.115 -3.401 0.151
H 4.260 3.722 -1.087
H 0.797 -2.881 3.357
H 2.290 -0.597 -2.202
H 3.842 1.296 -0.966
H -1.406 4.437 -0.062
H 2.520 -1.672 0.556
H 2.412 5.277 -0.467
H -3.937 -0.228 1.444
H 0.600 -0.072 -2.111
H 0.999 -4.193 -0.716
*
```

Frontier orbital gap in eV: 6.04